52
Properties=species:S:1:pos:R:3 method="wB97M-V/def2-TZVPD" spin_multiplicity=1 e_homo_ha=-0.4396 e_lumo_ev=-4.8 total_charge=+1 homo_lumo_gap_ev=7.212
Pt -0.7625 -1.7427 -0.0793
N -2.1300 -0.2161 0.0362
C -3.4796 -0.7623 0.3706
C -3.5127 -2.2878 0.3291
O -4.5554 -2.8739 0.3583
O -2.3240 -2.8668 0.3133
H -1.8761 0.5327 0.6737
H -2.1370 0.1959 -0.8925
H -4.2321 -0.3690 -0.3079
H -3.7476 -0.4719 1.3851
C -0.7636 5.4913 -1.8938
C -1.0455 4.5115 -2.8340
C -0.7229 3.1928 -2.5674
C -0.1116 2.8315 -1.3618
C 0.1619 3.8297 -0.4190
C -0.1652 5.1463 -0.6873
C 0.1772 1.4149 -1.1665
C 0.8562 0.7893 -0.1963
C 1.6122 1.3307 0.9529
C 2.8248 1.9838 0.7537
C 3.5689 2.4030 1.8451
C 3.1115 2.1645 3.1342
C 1.9119 1.4959 3.3357
C 1.1665 1.0723 2.2462
H -1.0088 6.5249 -2.0984
H -1.5160 4.7752 -3.7713
H -0.9309 2.4273 -3.3066
H 0.6308 3.5803 0.5221
H 0.0466 5.9090 0.0496
H -0.1987 0.7639 -1.9562
H 3.1734 2.1726 -0.2538
H 4.5152 2.9028 1.6873
H 3.6954 2.4932 3.9833
H 1.5639 1.2910 4.3392
H 0.2287 0.5491 2.4032
O 1.9841 -1.1541 -0.1113
N 0.9276 -0.6525 -0.3535
C 0.6623 -3.4755 2.1036
C 0.6098 -4.2968 0.8410
O 0.3766 -3.4647 -0.3355
C 0.0678 -4.2846 -1.5004
C -0.4994 -3.4726 -2.6353
H 0.8254 -4.1505 2.9439
H -0.2836 -2.9611 2.2770
H 1.4764 -2.7509 2.0784
H -0.1845 -5.0424 0.8925
H 1.5623 -4.8007 0.6709
H -0.6305 -5.0629 -1.1908
H 1.0093 -4.7470 -1.8006
H -1.5006 -3.1083 -2.4048
H -0.5818 -4.1218 -3.5074
H 0.1539 -2.6385 -2.8943